No. 1
A cluster of 3 separate species, C26H42O9 in total at a distorted geometry, computed with ωB97M-V/def2-TZVPD.

The value obtained for the energy is -1692.627730 Ha. Its HOMO-LUMO gap is 7.445 eV. Its charge is 0. The SMILES is CCCCOc1ccc2c(c1)C(=O)C=CC2=O.COCCOCCOC.COCCOCCOC. As for the highest occupied orbital energy: -8.78 eV.

XYZ file:
```
77
Properties=species:S:1:pos:R:3:forces:R:3
C 9.61642 -1.01950 -0.37452 -0.221 0.004 0.473
C 8.42190 -0.00179 -0.73082 0.708 0.189 0.081
C 8.41008 0.33053 -2.33213 -0.708 -0.705 1.231
C 7.14795 -0.44344 -2.97884 2.164 -0.570 -0.491
O 5.97370 0.43300 -3.14700 -1.013 -2.175 2.302
C 4.91165 -0.11034 -2.32994 -2.348 -1.022 1.416
C 4.48199 0.57004 -1.00244 -1.681 -2.805 -0.367
C 3.35052 -0.04818 -0.09516 0.715 -1.832 -3.373
C 2.65947 -1.35415 -0.55017 1.837 0.600 -1.752
C 3.07542 -2.03967 -1.91141 1.520 2.388 0.715
C 4.19858 -1.41547 -2.81682 -1.545 1.186 3.260
C 2.32106 -3.41134 -2.31517 -0.461 -0.267 -1.149
O 1.98536 -3.70225 -3.48724 1.427 0.966 4.020
C 1.98271 -4.37134 -1.05666 -0.496 2.416 1.961
C 1.58209 -3.73759 0.16689 0.892 -1.024 -2.578
C 1.51997 -2.12592 0.29518 -0.764 0.979 0.918
O 0.67076 -1.52920 1.01198 3.272 -2.330 -2.510
H 9.73465 -1.83120 -1.18063 -0.044 1.321 1.111
H 9.41657 -1.57970 0.61586 0.260 0.985 -1.507
H 10.58337 -0.41543 -0.22581 -1.311 -1.121 -0.475
H 8.61572 0.96816 -0.12826 -0.566 -1.620 -0.896
H 7.43457 -0.48648 -0.39986 1.337 0.988 -0.527
H 8.29835 1.45342 -2.51878 0.316 -1.652 0.110
H 9.41285 -0.09577 -2.72353 -1.776 0.923 0.221
H 6.91679 -1.34820 -2.31280 0.100 1.383 -1.019
H 7.51601 -0.86536 -3.98929 -1.099 0.841 1.261
H 4.97406 1.51844 -0.58664 -0.643 -1.636 -1.065
H 3.03296 0.45128 0.89140 0.621 -0.876 -1.843
H 4.47983 -1.92030 -3.81289 -0.483 0.978 1.842
H 2.06849 -5.51145 -1.16961 -0.336 2.033 0.069
H 1.30449 -4.40775 1.05946 0.292 1.467 -1.417
C -1.53770 -2.66706 -2.14999 -0.317 -0.018 -0.257
O -2.58303 -1.75320 -1.87142 0.511 0.025 0.148
C -2.45666 -1.07217 -0.63345 0.064 0.231 -0.078
C -2.46475 0.45295 -0.78295 -0.275 0.020 0.051
O -1.41407 1.04705 -1.53774 -0.072 -0.137 -0.126
C -1.30604 0.71862 -2.92166 0.109 0.007 -0.022
C -2.47538 1.11166 -3.82847 0.104 -0.501 0.075
O -3.68237 0.43724 -3.49552 0.069 0.667 0.193
C -4.78536 1.29556 -3.25655 -0.049 -0.419 0.003
H -1.84830 -3.67923 -1.87427 0.185 -0.056 0.078
H -1.34554 -2.64925 -3.22651 -0.054 -0.036 0.055
H -0.60337 -2.40960 -1.64074 -0.093 0.012 0.055
H -1.55042 -1.37641 -0.09529 -0.036 0.006 -0.158
H -3.31449 -1.36338 -0.01675 -0.016 0.193 0.157
H -2.37333 0.87262 0.22456 0.184 -0.071 -0.061
H -3.42926 0.80682 -1.14548 -0.071 -0.200 -0.127
H -1.04709 -0.33208 -3.03699 -0.256 -0.121 -0.083
H -0.42869 1.26777 -3.27971 -0.097 0.119 0.093
H -2.22272 0.81249 -4.85371 0.232 0.131 0.038
H -2.60044 2.19822 -3.82415 -0.103 0.002 0.125
H -4.48033 2.29329 -2.92744 0.038 -0.031 -0.068
H -5.39214 0.85293 -2.46156 0.010 -0.008 -0.085
H -5.39824 1.36700 -4.15807 -0.063 0.188 -0.011
C -3.04252 -0.51886 3.77432 -0.045 -0.032 0.358
O -3.23050 0.79387 4.27083 -0.042 -0.139 -0.527
C -2.84909 1.82225 3.37316 -0.253 0.127 0.029
C -3.98088 2.80993 3.07276 0.091 0.220 0.146
O -5.14798 2.30176 2.43540 0.024 -0.133 0.162
C -5.92530 1.32495 3.12601 -0.052 -0.065 -0.071
C -6.56707 1.74783 4.45023 0.363 -0.360 0.001
O -5.60822 2.06956 5.44999 -0.322 0.526 -0.327
C -5.77188 3.35498 6.02543 0.291 -0.267 0.145
H -2.09577 -0.92130 4.14577 0.038 -0.089 -0.183
H -3.85389 -1.14726 4.15265 0.061 0.046 0.044
H -3.06717 -0.56600 2.68079 0.070 0.066 0.042
H -2.46859 1.41306 2.42933 -0.079 -0.083 0.101
H -2.02723 2.37265 3.84396 -0.009 0.201 -0.148
H -3.57545 3.55891 2.38390 -0.030 -0.175 -0.115
H -4.25813 3.37192 3.96396 0.054 -0.187 0.186
H -5.35631 0.40369 3.23451 0.085 0.013 0.288
H -6.74384 1.07391 2.44308 0.006 0.187 0.007
H -7.14374 0.89609 4.83285 -0.113 -0.008 -0.244
H -7.26840 2.56921 4.27802 0.109 0.114 0.021
H -6.28094 4.05525 5.35657 -0.042 -0.077 0.011
H -4.77812 3.75912 6.23819 -0.055 -0.059 0.043
H -6.31765 3.26959 6.96784 -0.117 0.160 0.009
```
Forces are in eV/Å.

No. 2
A structure of composition C26H43AsN3PtS2Si2, computed with ωB97M-V/def2-TZVPD.

The value obtained for the energy is -4911.056125 Ha. Its HOMO-LUMO gap (spin up / spin down) is 7.142 / 6.783 eV. Its charge is +1. The multiplicity is 5. As for the highest occupied orbital energy (spin up / spin down): -9.45 / -10.61 eV.

XYZ file:
```
78
Properties=species:S:1:pos:R:3:forces:R:3
Pt -0.28312 0.02470 0.26609 0.134 0.037 -0.157
C -1.00770 1.50626 3.33416 -0.101 -0.086 -0.007
C 0.39415 1.05703 3.11834 -0.175 0.055 -0.117
N 0.86291 0.60616 1.97606 -0.107 0.062 0.282
C 2.20921 0.31551 2.05750 0.251 0.021 0.263
C 2.75006 0.53361 3.28504 -0.133 -0.010 -0.247
S 1.56239 1.12553 4.35755 0.024 -0.003 -0.122
C 2.87757 -0.15534 0.84998 0.246 -0.011 0.061
C 4.21342 -0.32787 0.64918 -0.213 0.033 -0.023
S 4.48498 -0.84998 -0.95104 -0.004 0.011 0.071
C 2.80203 -0.81050 -1.25733 -0.101 0.071 0.052
N 2.08653 -0.43209 -0.23409 0.221 -0.203 -0.111
C 2.23448 -1.17627 -2.57695 -0.017 0.052 -0.133
H -1.59438 1.28778 2.44215 0.056 0.000 0.098
H -1.03352 2.58010 3.52614 -0.028 0.000 0.007
H -1.45535 0.99358 4.18601 -0.002 0.020 0.010
H 3.76389 0.37964 3.59819 0.161 -0.044 0.043
H 5.02239 -0.15890 1.33407 0.093 0.019 0.097
H 3.01696 -1.38411 -3.30144 0.026 -0.011 -0.055
H 1.61315 -0.36247 -2.94985 -0.040 0.006 -0.011
H 1.61385 -2.05991 -2.47261 -0.126 -0.146 -0.019
C -1.70223 0.83064 -3.36629 0.064 0.069 -0.073
C -2.31460 -0.53619 -3.64626 -0.186 0.087 -0.129
C -1.25343 -1.56526 -4.02987 0.008 0.003 -0.075
C -3.19656 -1.09333 -2.55429 -0.192 -0.064 -0.104
C -4.49172 -1.45884 -2.87110 0.162 0.022 -0.001
C -5.28395 -2.16234 -1.97697 -0.068 0.011 -0.052
C -4.75914 -2.56431 -0.75980 0.085 0.061 0.227
C -3.48366 -2.21247 -0.35713 -0.121 -0.127 0.088
C -2.92638 -2.84192 0.90823 -0.071 -0.094 -0.109
C -1.61220 -3.57337 0.62341 -0.026 0.015 0.054
C -2.79360 -1.91821 2.11273 0.185 0.251 -0.010
C -2.71281 -1.38460 -1.23771 0.349 -0.020 0.091
N -1.53682 -0.88835 -0.86479 -0.213 0.161 0.026
H -1.21638 1.20181 -4.27017 0.038 0.024 -0.048
H -0.95578 0.78539 -2.57332 0.026 -0.044 -0.087
H -2.46408 1.55708 -3.07736 0.014 -0.048 -0.003
H -2.97393 -0.41372 -4.51084 0.016 0.003 0.010
H -0.58306 -1.73978 -3.19500 0.154 -0.034 0.146
H -0.66701 -1.21450 -4.87997 0.026 0.020 -0.013
H -1.70615 -2.51869 -4.29900 -0.040 -0.018 -0.026
H -4.87391 -1.22705 -3.85536 -0.022 0.036 -0.071
H -6.28690 -2.44923 -2.25203 -0.103 -0.013 -0.027
H -5.35585 -3.18451 -0.10492 -0.024 -0.050 0.041
H -3.67205 -3.59253 1.19142 0.096 -0.029 -0.059
H -0.82151 -2.86316 0.38180 0.079 0.007 0.008
H -1.71426 -4.26348 -0.21302 -0.021 -0.039 -0.035
H -1.29571 -4.13985 1.49868 -0.010 -0.030 0.039
H -2.04949 -1.13025 1.93949 -0.072 -0.091 -0.004
H -2.47244 -2.50450 2.97435 0.030 0.019 0.046
H -3.73864 -1.44285 2.36550 -0.119 0.045 -0.007
C -3.64497 4.62852 0.57589 0.032 -0.176 -0.052
Si -3.53360 2.84683 0.00210 -0.008 0.091 -0.070
C -4.16946 1.66574 1.30159 0.018 0.206 -0.022
C -4.48730 2.58643 -1.59036 0.078 -0.005 0.160
As -1.24124 2.31187 -0.32091 -0.339 -0.014 0.148
Si -0.22768 4.04116 -1.57228 0.118 0.003 0.019
C 1.33393 3.27373 -2.27401 -0.161 0.130 0.049
C 0.15306 5.44630 -0.39333 0.016 -0.096 -0.187
C -1.37481 4.60689 -2.94074 0.125 -0.032 0.118
H -4.67505 4.87415 0.83084 -0.125 0.014 0.027
H -3.32529 5.32210 -0.19926 0.044 0.061 -0.095
H -3.03234 4.80536 1.45883 0.046 -0.007 0.070
H -5.25710 1.71484 1.34781 -0.105 0.021 0.004
H -3.78442 1.89822 2.29355 0.011 0.015 0.056
H -3.89323 0.64612 1.05509 0.067 -0.258 -0.057
H -5.52465 2.87524 -1.41750 -0.102 0.044 0.014
H -4.48553 1.53718 -1.88576 0.022 -0.071 -0.007
H -4.10960 3.18240 -2.41888 0.050 0.061 -0.048
H 1.88377 2.71964 -1.51551 0.045 -0.045 0.123
H 1.99264 4.04491 -2.67217 0.057 0.076 -0.050
H 1.09734 2.58706 -3.08501 -0.055 -0.079 -0.078
H 0.85256 5.14579 0.38348 0.079 -0.067 0.067
H -0.74406 5.82639 0.08972 -0.120 0.017 0.026
H 0.60515 6.26821 -0.95033 0.042 0.074 -0.025
H -1.70546 3.78672 -3.57450 -0.003 -0.086 -0.022
H -0.83513 5.31361 -3.57209 0.047 0.081 -0.063
H -2.25312 5.12033 -2.55504 -0.090 0.032 0.070
```
Forces are in eV/Å.